This record from OMol25 describes an isolated molecule of C18H26. The level of theory is ωB97M-V/def2-TZVPD.

Output
Energy above the lowest of the compared OMol25 structures with the same formula, charge and spin = 3.168 eV
Kohn-Sham gap = 8.67 eV
M = 242.41 g mol⁻¹
Maximum force = 4.75 eV/Å
HOMO energy = -7.84 eV
SMILES string = CC[C@@]1([C@@H](C)[C@@]2(CC)C=CC=CC2)C=CC=CC1

The geometry in ORCA input format:
```
! RIJCOSX wB97M-V def2-TZVPD def2/J DEFGRID3
* xyz 0 1
C 3.574 1.447 -0.954
C 2.160 1.694 -0.577
C 1.253 0.484 -0.248
C -0.233 0.949 0.259
C -0.699 2.322 -0.306
C -1.470 -0.013 0.184
C -2.587 0.506 1.116
C -2.236 0.970 2.525
C -2.003 -0.310 -1.283
C -2.755 -1.392 -1.587
C -3.132 -2.414 -0.531
C -2.309 -2.464 0.573
C -1.208 -1.505 0.761
C 1.156 -0.264 -1.475
C 1.877 -1.399 -1.810
C 2.676 -2.131 -0.795
C 2.854 -1.599 0.448
C 2.028 -0.301 0.895
H 3.591 0.683 -1.658
H 3.921 2.352 -1.437
H 4.226 1.291 -0.076
H 2.287 2.312 0.389
H 1.648 2.210 -1.349
H 0.062 1.171 1.344
H -1.782 2.752 0.018
H -0.649 2.430 -1.363
H -0.057 2.999 0.296
H -3.146 1.259 0.597
H -3.327 -0.299 1.301
H -3.138 1.281 3.115
H -1.536 0.365 3.090
H -1.604 1.886 2.402
H -1.829 0.481 -2.070
H -3.229 -1.450 -2.533
H -3.883 -3.249 -0.659
H -2.510 -3.146 1.412
H -0.395 -1.896 0.185
H -0.891 -1.435 1.797
H 0.635 0.282 -2.260
H 1.930 -1.587 -2.822
H 3.095 -2.996 -1.253
H 3.567 -2.047 1.098
H 2.660 0.418 1.581
H 1.410 -0.647 1.660
*
```